C5H13NO2 | ωB97M-V/def2-TZVPD

```
21
Properties=species:S:1:pos:R:3:forces:R:3
C -0.2621 2.3003 -2.5938 0.47 -0.14 -0.11
C -0.7878 1.9844 -1.1908 -0.61 0.38 0.35
N -0.2973 0.7743 -0.5446 -0.43 -0.19 0.32
C -0.8033 -0.4064 -1.1404 -0.21 -0.25 -0.34
O -0.4100 -0.8706 -2.1751 0.21 -0.12 0.05
C 1.0880 0.6928 -0.1403 1.30 0.22 -0.56
C 1.2718 0.2916 1.3179 -1.06 0.24 0.47
H 0.2754 1.4481 -3.0077 0.10 -0.05 0.12
H -1.0732 2.4661 -3.2849 -0.32 0.29 -0.19
H 0.4117 3.1663 -2.6254 -0.21 -0.19 0.10
H -1.8874 1.9408 -1.1793 0.18 -0.32 -0.29
H -0.6297 2.8147 -0.5060 0.43 0.09 0.08
H -1.6220 -0.9165 -0.6016 -0.06 0.24 0.06
H 1.5916 1.6483 -0.3233 -0.42 0.22 0.24
H 1.6715 0.0532 -0.8174 -0.24 -0.30 0.14
H 2.1553 0.7201 1.7703 0.43 -0.13 -0.06
H 1.2096 -0.7756 1.5215 0.32 -0.18 -0.30
H 0.4225 0.6942 1.8820 0.12 0.18 -0.07
O -0.1340 -4.3267 5.1629 -0.45 0.15 0.50
H 0.5901 -4.0516 4.5987 0.07 0.28 0.07
H -0.3750 -3.5804 5.7419 0.38 -0.43 -0.56
```
Positions in Å, forces in eV/Å.

Charge ... 0
E_tot ... -10979.7980 eV
SMILES ... CCN(C=O)CC.O
Highest occupied orbital energy ... -9.0 eV
Orbital gap ... 9.6 eV

***

C3H10NO | ωB97M-V/def2-TZVPD

```
15
Properties=species:S:1:pos:R:3:forces:R:3
C 2.6850 0.2603 -0.5606 -0.39 0.26 0.08
O 1.6209 0.5354 0.2303 -0.18 -0.08 -0.12
H 3.6568 0.5542 -0.1143 0.37 0.03 0.09
H 2.8030 -0.8254 -0.8047 0.07 -0.02 -0.17
H 2.6656 0.8067 -1.5446 0.07 -0.21 -0.04
C -0.8760 -0.7453 1.2285 0.85 0.15 -0.53
N -1.2382 -0.7020 -0.2033 -0.01 0.15 0.00
C -2.0279 0.4809 -0.4996 0.01 0.05 -0.13
H -1.5761 -0.1933 1.8499 -0.39 -0.23 0.10
H -0.7499 -1.7837 1.5407 -0.29 0.01 0.25
H 0.1056 -0.2510 1.2979 -0.06 -0.07 0.26
H -0.3388 -0.5284 -0.6549 0.07 -0.08 0.10
H -3.0698 0.3332 -0.2080 -0.13 -0.05 0.00
H -1.9955 0.6818 -1.5766 -0.09 -0.02 0.13
H -1.6645 1.3766 0.0194 0.09 0.11 -0.02
```
Positions in Å, forces in eV/Å.

Charge ... -1
E_tot ... -6809.6157 eV
Highest occupied orbital energy ... -2.4 eV
Orbital gap ... 6.7 eV

***

C46H56CsI2N6PS | ωB97M-V/def2-TZVPD

```
113
Properties=species:S:1:pos:R:3:forces:R:3
Cs -0.6249 -0.7421 -0.5991 0.49 0.13 -0.77
C -3.0453 2.5851 1.0036 0.01 0.03 0.00
C -1.7580 3.4225 1.0916 -0.02 0.02 0.02
C -0.4530 2.7366 0.6523 0.01 -0.05 0.10
N -0.2213 1.4757 1.3135 -0.05 -0.29 -0.07
C 0.1125 1.3594 2.5588 -0.08 0.10 0.08
C 0.4165 2.5006 3.3831 0.06 -0.02 -0.07
C 0.7797 2.6502 4.7032 0.03 0.00 0.01
C 0.9650 1.7160 5.7166 0.02 -0.01 -0.01
C 0.8002 0.3398 5.5558 -0.01 0.01 0.01
C 0.4387 -0.4090 4.4611 0.05 -0.04 -0.08
C 0.1012 -0.0787 3.0924 -0.03 -0.02 0.14
N -0.2761 -0.9808 2.2509 -0.25 0.13 -0.22
C -0.4652 -2.3650 2.6184 -0.02 0.06 0.11
C -1.1301 -3.2545 1.5445 -0.06 -0.16 0.14
C -2.6461 -3.0699 1.3168 -0.14 -0.04 0.11
N -2.9968 -2.1034 0.3020 0.15 0.29 0.11
C -4.2064 -1.7007 0.1382 -0.07 0.05 0.05
C -5.3312 -2.1524 0.9317 0.09 -0.07 -0.03
C -6.6684 -2.2123 0.6317 -0.03 -0.01 -0.02
C -7.3647 -1.7981 -0.5103 0.01 0.00 0.01
C -6.8179 -1.0276 -1.5313 0.01 0.01 -0.01
C -5.5732 -0.4439 -1.6525 -0.01 0.04 0.01
C -4.4029 -0.5303 -0.8210 -0.01 -0.09 0.07
N -3.4190 0.3116 -0.8258 0.11 -0.20 0.17
C -3.5018 1.6246 -1.4061 -0.03 -0.04 0.04
C -3.8612 2.6329 -0.2982 -0.03 -0.02 0.00
H -3.7076 2.9492 1.7950 0.01 -0.02 0.01
H -2.8232 1.5453 1.2505 0.01 -0.01 -0.01
H -1.6315 3.7126 2.1375 -0.01 0.03 -0.02
H -1.8768 4.3564 0.5225 0.00 -0.03 -0.02
H 0.3821 3.4540 0.7755 -0.03 -0.01 0.02
H -0.5206 2.5267 -0.4246 0.06 0.02 -0.05
H 0.3667 3.4372 2.8407 0.01 0.00 0.01
H 0.9553 3.6849 4.9953 0.00 0.00 0.00
H 1.2491 2.0807 6.6974 0.00 0.00 -0.01
H 0.9806 -0.2515 6.4526 0.00 0.00 0.00
H 0.3873 -1.4720 4.6604 0.01 0.01 0.01
H -1.0923 -2.4409 3.5230 0.02 -0.01 0.02
H 0.5004 -2.8268 2.8813 0.00 0.00 -0.02
H -1.0170 -4.2786 1.9202 0.03 0.02 0.04
H -0.5766 -3.2688 0.6004 -0.05 0.10 0.06
H -3.0798 -2.7928 2.2915 -0.01 -0.02 -0.01
H -3.0805 -4.0465 1.0582 0.03 0.00 -0.01
H -5.0505 -2.5920 1.8819 -0.01 -0.01 -0.01
H -7.2781 -2.6925 1.3957 0.00 0.00 0.00
H -8.4127 -2.0649 -0.5856 0.00 0.00 0.00
H -7.4987 -0.7953 -2.3489 0.00 0.00 0.00
H -5.4579 0.2055 -2.5140 0.00 0.00 0.00
H -4.2495 1.7394 -2.2049 0.07 0.02 -0.04
H -2.5250 1.8542 -1.8532 0.00 0.06 0.01
H -4.9010 2.4111 -0.0354 0.00 0.02 -0.01
H -3.8604 3.6523 -0.7067 0.03 0.02 -0.02
I -2.2496 -1.2164 -4.0170 -0.13 0.03 -0.04
C -0.6380 -2.0767 -5.0840 0.01 -0.07 0.10
I 1.2676 -1.2655 -4.6078 0.00 0.02 -0.01
H -0.7975 -1.9227 -6.1427 -0.01 -0.03 0.00
H -0.6005 -3.1254 -4.8032 0.01 0.02 -0.03
C -1.6946 4.8898 -2.6107 0.00 -0.04 0.02
N -0.2646 4.8389 -2.3831 0.08 0.06 -0.11
C 0.5446 3.9350 -2.9727 -0.14 -0.15 0.18
S -0.0202 2.6761 -3.9195 0.06 0.17 -0.03
N 1.8679 4.0736 -2.7079 0.04 0.11 -0.13
C 2.4274 4.9487 -1.7046 -0.03 -0.04 0.06
H -2.1243 5.6134 -1.9196 0.01 0.01 -0.01
H -2.1428 3.9165 -2.4261 0.00 -0.02 0.00
H -1.9182 5.1800 -3.6391 -0.02 -0.01 0.00
H 0.1464 5.5738 -1.8356 0.00 -0.02 0.03
H 2.4400 3.3467 -3.1018 -0.04 -0.04 0.07
H 1.9085 4.8453 -0.7453 0.01 -0.02 -0.01
H 2.4038 5.9996 -2.0120 -0.01 0.00 0.00
H 3.4666 4.6710 -1.5435 0.01 0.01 -0.02
C 1.6333 -4.1444 -1.4820 -0.06 -0.02 -0.23
C 0.5995 -4.8959 -2.0278 0.01 -0.03 0.01
C 0.4020 -5.0146 -3.4495 0.03 0.00 0.04
C -0.6399 -5.7332 -3.9980 -0.01 -0.01 -0.01
C -1.5759 -6.4027 -3.2060 0.00 0.01 -0.01
C -1.3966 -6.3304 -1.8188 0.01 -0.01 0.01
C -0.3615 -5.6271 -1.2475 0.00 0.02 -0.01
H 2.3168 -3.6572 -2.1702 0.09 0.02 0.12
H 1.8746 -4.1784 -0.4262 -0.05 0.04 0.03
H 1.1350 -4.5458 -4.1015 -0.01 0.01 -0.01
H -0.7265 -5.7865 -5.0819 0.01 0.01 0.00
H -2.4047 -6.9447 -3.6427 0.00 0.00 0.00
H -2.0997 -6.8413 -1.1663 0.00 0.00 0.01
H -0.2667 -5.6054 -0.1667 -0.01 0.00 0.01
C 2.9443 1.2845 -1.2653 -0.11 0.10 0.00
P 2.9798 0.1592 0.1814 -0.12 -0.21 0.17
C 4.5486 -0.7404 -0.1538 0.02 0.06 -0.02
C 5.8227 -0.2166 0.0644 0.00 -0.01 -0.01
C 6.9512 -0.9585 -0.2523 -0.01 0.01 0.00
C 6.8182 -2.2322 -0.7938 0.00 0.00 0.00
C 5.5553 -2.7640 -1.0078 0.01 -0.01 0.01
C 4.4254 -2.0243 -0.6808 0.00 -0.01 0.01
C 3.5073 1.2761 1.5311 0.05 0.01 0.00
C 3.6120 0.7115 2.8050 -0.01 -0.01 -0.02
C 4.0017 1.4739 3.8921 -0.06 0.02 -0.01
C 4.2678 2.8277 3.7305 -0.02 0.02 0.02
C 4.1410 3.4075 2.4793 0.01 0.00 -0.01
C 3.7685 2.6337 1.3854 0.01 -0.01 0.01
H 2.1027 1.9698 -1.1303 0.04 -0.01 -0.03
H 2.7345 0.6888 -2.1558 0.01 -0.01 0.01
H 3.8722 1.8447 -1.4133 0.01 0.00 0.00
H 5.9288 0.7720 0.4974 0.00 0.01 0.00
H 7.9373 -0.5452 -0.0734 0.00 0.00 0.00
H 7.7008 -2.8120 -1.0373 0.00 0.00 0.00
H 5.4352 -3.7606 -1.4139 0.00 0.00 -0.01
H 3.4398 -2.4532 -0.8252 0.00 0.00 -0.01
H 3.3648 -0.3351 2.9442 -0.01 0.00 0.00
H 4.0476 1.0239 4.8745 0.00 -0.01 0.02
H 4.5384 3.4329 4.5873 0.01 0.00 0.00
H 4.3280 4.4678 2.3503 0.00 0.00 0.00
H 3.6818 3.1005 0.4131 -0.02 0.02 -0.03
```
Positions in Å, forces in eV/Å.

Charge ... -2
E_tot ... -94422.7937 eV
Highest occupied orbital energy ... -0.3 eV
Orbital gap ... 3.5 eV

***

C2H10N3O | ωB97M-V/def2-TZVPD

```
16
Properties=species:S:1:pos:R:3:forces:R:3
C 1.8018 -0.7708 -0.5924 4.26 2.31 -2.09
N 0.4935 -0.2704 -1.0938 -0.28 -0.74 1.96
C -0.2517 0.5779 -0.3584 -0.62 2.61 -0.11
N -1.5458 0.9631 -0.8318 3.17 -1.62 0.67
N 0.2895 1.4168 0.6403 -3.79 -1.13 -2.61
H 1.8926 -1.4498 0.2551 -0.88 -0.24 -0.31
H 2.6874 0.1066 -0.2951 -3.17 -1.81 -0.81
H 2.3592 -1.1313 -1.5544 -1.19 0.00 1.99
H -0.0007 -0.9070 -1.7685 0.64 1.25 0.92
H -2.2646 0.2593 -0.9790 0.45 0.02 0.09
H -1.8348 1.7314 -0.2950 -0.99 1.04 0.53
H -0.3172 2.0073 1.2065 -0.37 -0.47 -0.71
H 1.1344 1.3876 1.0895 2.81 -0.96 0.41
H -1.1431 -1.8701 1.0140 0.49 -2.84 0.30
H -1.8366 -0.9698 2.2173 0.15 -1.18 0.24
O -1.4638 -1.0809 1.3459 -0.67 3.76 -0.45
```
Positions in Å, forces in eV/Å.

Charge ... +1
E_tot ... -8746.9124 eV
Highest occupied orbital energy ... -15.0 eV
Orbital gap ... 11.9 eV

***

C5H6O2 | ωB97M-V/def2-TZVPD

```
13
Properties=species:S:1:pos:R:3:forces:R:3
C 2.1951 -1.1731 0.0659 2.00 -2.00 -1.55
C 1.5809 0.2011 -0.2029 -1.38 1.16 0.23
C 1.2612 1.4717 0.0782 -2.25 -0.50 2.35
C 0.0989 0.6332 -0.5076 -0.19 1.21 -1.76
C -1.2315 0.1269 0.1973 1.61 -2.18 -3.43
O -1.5112 -0.2221 1.2980 0.17 0.93 0.39
O -2.0693 -0.4130 -0.9231 3.53 3.35 0.68
H 3.3709 -1.2873 0.4277 -3.51 0.92 0.01
H 1.3117 -1.5033 0.6574 1.33 -0.58 0.62
H 2.2935 -2.1167 -0.7787 -0.88 3.34 1.45
H 1.0347 2.4142 0.8566 1.78 -2.66 -2.44
H -0.2001 0.8987 -1.5962 0.65 -0.77 1.88
H -2.5950 -0.8835 -0.3512 -2.86 -2.22 1.57
```
Positions in Å, forces in eV/Å.

Charge ... 0
E_tot ... -9372.0980 eV
SMILES ... CC1=C[C@@H]1C(=O)O
Highest occupied orbital energy ... -9.6 eV
Orbital gap ... 10.0 eV